This record from the Open Molecules 2025 dataset describes 2 unconnected molecules or ions with the total composition CH8N2S2 in a non-equilibrium geometry. The level of theory is ωB97M-V with the def2-TZVPD basis set.

```
! wB97M-V def2-TZVPD RIJCOSX def2/J DEFGRID3
* xyz -1 2
S -1.330 1.560 -1.221
S -2.837 0.514 -2.096
H -1.215 0.783 -0.095
H -2.078 0.099 -3.130
N -0.001 -1.201 0.566
C 0.951 -0.225 1.229
N 1.627 0.850 0.341
H 0.481 -1.799 -0.135
H -0.176 -1.919 1.271
H 1.673 -0.887 1.664
H 0.400 0.328 1.986
H 0.779 1.488 0.169
H 1.726 0.410 -0.550
*
```

As for the frontier orbital gap (alpha / beta): 2.9 / 7.7 eV. The value obtained for the relative energy (zero: lowest compared OMol25 entry of this formula, charge and spin) is 33.1 kcal per mole. The HOMO energy (alpha / beta) comes out at 0.6 / -4.3 eV.


This record from the Open Molecules 2025 dataset describes a single C20H18BrN5O6 molecule in a non-equilibrium geometry. The level of theory is ωB97M-V with the def2-TZVPD basis set.

```
! wB97M-V def2-TZVPD RIJCOSX def2/J DEFGRID3
* xyz 0 1
O -4.252 -6.238 -5.368
O -3.071 -0.200 -5.583
O -4.013 -4.783 -7.009
O -3.141 0.235 -3.454
Br -1.545 -4.843 -1.128
N -1.740 -1.579 -1.972
N -0.838 -1.791 -1.067
O 2.928 3.181 3.627
O 1.514 4.125 1.261
C -2.588 -4.759 -3.729
C -3.302 -2.883 -5.036
C 2.635 -2.161 1.406
C 2.886 -1.268 2.412
C -1.298 0.356 0.081
C -0.975 1.341 0.994
C -2.123 -3.917 -2.735
C -2.192 -2.501 -2.914
C -3.221 -4.289 -4.923
C -2.810 -1.943 -4.095
C 1.501 -2.058 0.607
C 2.066 -0.156 2.582
C -0.499 -0.805 -0.118
C 0.126 1.203 1.864
C 0.605 -0.977 0.742
C 0.927 0.024 1.728
N 0.401 2.149 2.860
N -3.864 -5.170 -5.824
N -2.993 -0.565 -4.370
C 4.059 2.897 2.746
C 2.378 4.531 3.557
C -0.029 3.586 3.003
C 1.140 4.550 2.582
H 1.555 3.102 1.219
H -2.473 -5.840 -3.546
H -3.849 -2.464 -5.876
H 3.375 -2.958 1.259
H 3.777 -1.380 3.032
H -2.121 0.504 -0.591
H -1.619 2.222 1.006
H 1.387 -2.765 -0.205
H 2.274 0.555 3.387
H 1.293 2.026 3.325
H 3.926 1.981 2.140
H 4.193 3.723 2.039
H 4.984 2.775 3.345
H 2.005 4.828 4.545
H 3.144 5.219 3.194
H -0.311 3.803 4.020
H -0.928 3.822 2.404
H 0.714 5.556 2.571
*
```

As for the frontier orbital gap: 5.9 eV. As for the SMILES: COC[C@@H](O)CNc1ccc(/N=N/c2c(Br)cc([N+](=O)[O-])cc2[N+](=O)[O-])c2ccccc12. The HOMO energy comes out at -7.8 eV.


This record from the Open Molecules 2025 dataset describes 2 unconnected molecules or ions with the total composition C13H23Br3F3N3OP in a non-equilibrium geometry. The level of theory is ωB97M-V with the def2-TZVPD basis set.

```
! wB97M-V def2-TZVPD RIJCOSX def2/J DEFGRID3
* xyz 1 1
C 2.001 -2.150 -0.404
C 2.750 -0.816 -0.282
Br 2.757 0.218 -1.964
C 2.601 0.042 0.976
Br 3.424 -1.078 2.471
N 1.259 0.627 1.413
C 0.059 0.485 0.510
C -0.064 1.483 -0.678
N -0.482 0.752 -1.870
C 1.556 2.085 1.722
C 0.386 2.951 2.208
C 0.769 4.395 1.951
F 1.152 5.151 2.992
C 0.716 4.954 0.698
F -0.381 5.252 0.105
F 1.795 5.217 0.014
P 0.868 -0.291 2.979
O -0.327 0.449 3.843
Br -0.118 -2.253 2.448
H 0.977 -2.081 -0.778
H 2.098 -2.744 0.508
H 2.549 -2.725 -1.162
H 3.797 -1.126 -0.245
H 3.342 0.836 0.891
H -0.815 0.696 1.147
H -0.121 -0.510 0.105
H -0.817 2.264 -0.481
H 0.865 2.011 -0.913
H -0.159 1.198 -2.716
H -1.477 0.568 -1.889
H 2.001 2.570 0.848
H 2.334 2.077 2.499
H 0.184 2.897 3.283
H -0.580 2.805 1.708
H -0.097 0.283 4.773
C -1.696 -3.503 -1.698
C -3.154 -3.788 -2.037
C -3.738 -2.763 -3.011
C -3.681 -1.417 -2.417
N -3.639 -0.377 -1.951
H -1.585 -2.538 -1.196
H -1.307 -4.267 -1.023
H -1.075 -3.496 -2.596
H -3.741 -3.797 -1.117
H -3.233 -4.783 -2.476
H -4.776 -3.003 -3.240
H -3.179 -2.759 -3.948
*
```

As for the frontier orbital gap: 7.4 eV. The value obtained for the relative energy (zero: lowest compared OMol25 entry of this formula, charge and spin) is 0.0 kcal per mole. The HOMO energy comes out at -11.0 eV.


This record from the Open Molecules 2025 dataset describes 2 unconnected molecules or ions with the total composition C4H12S2 in a non-equilibrium geometry. The level of theory is ωB97M-V with the def2-TZVPD basis set.

```
! wB97M-V def2-TZVPD RIJCOSX def2/J DEFGRID3
* xyz 0 1
C 1.536 -0.844 -1.592
C 0.616 -1.950 -1.705
S -1.031 -1.350 -2.250
H 1.407 -0.112 -0.824
H 2.655 -1.257 -1.620
H 1.722 -0.151 -2.517
H 0.610 -2.408 -0.691
H 0.911 -2.806 -2.320
H -1.266 -1.164 -0.885
C -0.752 2.467 3.152
C -0.594 1.810 1.640
S 0.644 0.569 1.337
H -1.311 1.699 3.780
H 0.194 2.691 3.564
H -1.512 3.304 3.171
H -0.348 2.747 1.085
H -1.595 1.546 1.129
H -0.107 -0.497 1.764
*
```

As for the frontier orbital gap: 9.6 eV. The value obtained for the relative energy (zero: lowest compared OMol25 entry of this formula, charge and spin) is 41.0 kcal per mole. As for the SMILES: CCS.CCS. The HOMO energy comes out at -8.9 eV.


What did the first record say?
This record from the Open Molecules 2025 dataset describes 2 unconnected molecules or ions with the total composition CH8N2S2 in a non-equilibrium geometry. The level of theory is ωB97M-V with the def2-TZVPD basis set.

```
! wB97M-V def2-TZVPD RIJCOSX def2/J DEFGRID3
* xyz -1 2
S -1.330 1.560 -1.221
S -2.837 0.514 -2.096
H -1.215 0.783 -0.095
H -2.078 0.099 -3.130
N -0.001 -1.201 0.566
C 0.951 -0.225 1.229
N 1.627 0.850 0.341
H 0.481 -1.799 -0.135
H -0.176 -1.919 1.271
H 1.673 -0.887 1.664
H 0.400 0.328 1.986
H 0.779 1.488 0.169
H 1.726 0.410 -0.550
*
```

As for the frontier orbital gap (alpha / beta): 2.9 / 7.7 eV. The value obtained for the relative energy (zero: lowest compared OMol25 entry of this formula, charge and spin) is 33.1 kcal per mole. The HOMO energy (alpha / beta) comes out at 0.6 / -4.3 eV.